Entry 1:
Entry from the OMol25 dataset: C3H5CoO3 as an isolated structure at a distorted geometry (wB97M-V/def2-TZVPD).

XYZ file:
```
12
Properties=species:S:1:pos:R:3:forces:R:3:nbo_charge:R:1
H 2.18604 -2.74899 0.23901 -0.32 -1.30 0.58 0.5383
O -0.48994 -0.91350 0.09469 2.42 -1.01 1.11 -0.3919
C 0.50915 -0.41166 0.76358 -2.73 2.26 -2.05 0.4629
C -1.31299 0.11357 -0.52092 -0.94 0.52 -0.17 -0.1246
O 2.39177 -1.96225 -0.26575 0.65 0.53 -0.76 -0.5957
O 0.36977 0.91007 0.87031 1.74 -1.42 0.41 -0.4573
C -0.78955 1.38569 0.12881 -1.02 0.67 -0.13 -0.1305
Co 2.57094 -0.29765 0.30604 -0.26 0.10 0.65 1.6654
H -2.35566 -0.11224 -0.28079 0.26 0.02 -0.06 0.2721
H -1.15608 0.07295 -1.60374 0.03 -0.21 0.27 0.2461
H -1.48165 1.82545 0.85325 0.23 -0.04 -0.12 0.2647
H -0.44181 2.13856 -0.58450 -0.06 -0.12 0.27 0.2504
```
Forces are in eV/Å.

The value obtained for the relative energy (zero: lowest compared OMol25 entry of this formula, charge and spin) is 132.8 kJ/mol. As for the spin multiplicity: 5. As for the total charge: +2. The HOMO energy (spin up / spin down) is -20.5 / -20.5 eV.

***

Entry 2:
Entry from the OMol25 dataset: a 2-piece molecular cluster, C15H12BrClF8N4O2 overall at a distorted geometry (wB97M-V/def2-TZVPD).

XYZ file:
```
43
Properties=species:S:1:pos:R:3:forces:R:3:nbo_charge:R:1
N 2.10960 -1.94495 1.31770 -1.37 -0.88 1.16 -0.8511
C 0.80767 -2.57884 1.62008 -2.90 -1.02 0.49 0.1898
C 0.82416 -4.06940 2.12187 -4.97 1.06 -0.08 -0.2692
C -0.53467 -4.72147 2.45060 1.47 2.20 -1.14 -0.1648
C -1.93458 -3.98402 2.29590 2.93 -0.09 -0.26 0.0559
N -3.10090 -4.76800 2.60888 -1.63 6.18 -1.71 -0.3442
C -4.23597 -3.93442 2.42504 1.56 -0.64 -0.16 0.1503
Cl -5.87532 -4.71651 2.77014 2.18 1.06 -0.42 -0.0245
C -4.27076 -2.45829 1.93369 1.57 0.33 0.04 0.3447
N -5.55833 -1.74436 1.79799 2.49 -0.63 1.28 -0.7942
N -3.08429 -1.74982 1.59517 -1.15 -4.41 1.83 -0.4531
C -1.88737 -2.51977 1.80048 0.44 -0.21 -0.24 0.2443
C -0.51884 -1.80826 1.45367 1.70 -2.48 0.77 -0.0806
C -0.43970 -0.30352 0.89222 -0.75 -0.06 -0.61 -0.5560
C -0.83520 0.81075 1.97018 2.30 0.36 3.48 0.5520
O -0.25612 1.04135 3.04888 -2.26 -1.28 -4.63 -0.5105
Br -2.39641 2.01399 1.54489 0.82 -0.80 -0.07 -0.0670
H 2.79618 -2.70135 1.12302 -0.63 0.88 0.41 0.3775
H 2.36919 -1.45424 2.20054 0.11 -0.38 -1.09 0.3894
H 1.79132 -4.66206 2.23012 -1.54 1.02 -0.16 0.2355
H -0.53641 -5.82357 2.79179 -0.15 2.06 -0.57 0.2387
H -6.19908 -2.01771 2.55819 0.38 -0.15 -0.67 0.3905
H -5.38361 -0.72586 1.91934 0.07 -1.01 -0.42 0.3968
H 0.62190 -0.06388 0.49584 -1.60 -0.51 1.09 0.2816
H -1.13394 -0.13479 -0.01831 0.94 -0.55 1.67 0.2651
F 2.47142 3.61235 -4.39775 0.04 -0.01 0.16 -0.3188
C 3.07707 4.56010 -3.65691 0.39 0.43 -0.72 0.5176
F 4.30072 4.75163 -4.21329 0.04 0.03 0.35 -0.3232
C 3.21788 4.15455 -2.19060 0.08 -0.73 0.61 0.5949
F 4.00439 3.05898 -2.06152 -0.13 0.13 -0.28 -0.3107
F 3.87452 5.16377 -1.54315 -0.30 0.16 -0.35 -0.3255
C 1.89712 3.92018 -1.42867 -0.31 0.15 0.83 -0.1412
O 1.46831 2.56009 -1.28811 -0.01 -0.23 -1.50 -0.5105
C 0.70926 2.01188 -2.34669 -0.14 1.42 1.23 0.8469
F 0.38326 2.98120 -3.22092 -0.11 -0.51 -0.21 -0.3149
F -0.45690 1.60348 -1.79153 0.26 -0.39 -0.23 -0.3214
C 1.40254 0.81772 -3.01052 0.45 -0.62 -0.33 0.5011
F 2.59519 1.17006 -3.53950 -0.20 0.13 0.26 -0.3149
F 0.65320 0.33010 -4.02897 -0.24 0.26 0.26 -0.3193
H 2.51651 5.49390 -3.75777 -0.04 -0.01 0.18 0.1426
H 2.08039 4.24617 -0.40032 0.18 -0.19 -0.16 0.2330
H 1.09022 4.56795 -1.78156 0.18 -0.16 -0.25 0.2118
H 1.57640 0.01488 -2.29012 -0.13 0.12 0.15 0.1554
```
Forces are in eV/Å.

The structure (SMILES) is Nc1ccc2nc(Cl)c(N)nc2c1CC(=O)Br.FC(F)C(F)(F)COC(F)(F)C(F)F. As for the spin multiplicity: 1. The HOMO energy is -8.8 eV.

***

Entry 3:
Entry from the OMol25 dataset: a 2-piece molecular cluster, CH3NO4S overall at a distorted geometry (wB97M-V/def2-TZVPD).

XYZ file:
```
10
Properties=species:S:1:pos:R:3:forces:R:3:nbo_charge:R:1
C -0.22464 -0.54114 0.16516 0.99 2.69 1.07 -0.7812
N -1.97810 0.79254 0.42488 -0.75 -2.63 0.88 -0.2130
O -2.90485 0.31436 -0.35820 -0.10 -0.04 0.35 -0.6855
O 1.58114 1.46685 -0.42766 0.04 -0.93 0.59 -1.0458
O 2.05522 -0.37280 1.31061 0.31 1.56 -0.54 -1.0806
O 2.26904 -0.83398 -1.03954 -0.78 1.01 0.05 -1.0768
S 1.55838 0.03416 -0.04249 -0.88 -2.66 1.14 2.2949
H -0.33291 -1.37114 0.83402 0.47 -0.13 0.95 0.1641
H -0.55196 -0.88734 -0.72892 -1.17 -0.62 -3.18 0.1475
H -1.47133 1.39848 -0.13785 1.87 1.76 -1.32 0.2765
```
Forces are in eV/Å.

The value obtained for the relative energy (zero: lowest compared OMol25 entry of this formula, charge and spin) is 174.3 kJ/mol. As for the spin multiplicity: 1. As for the total charge: -2. The HOMO energy is 1.2 eV.

***

Entry 4:
Entry from the OMol25 dataset: one molecule with the formula C2H3N3OS at a distorted geometry (wB97M-V/def2-TZVPD).

XYZ file:
```
10
Properties=species:S:1:pos:R:3:forces:R:3:nbo_charge:R:1
H 0.82104 -1.06946 2.55780 2.23 2.18 -0.97 0.3490
N 1.47792 -0.40204 1.92593 -2.26 -3.03 1.84 -0.6365
C 0.71529 -0.34232 0.92565 2.09 1.51 2.50 0.5616
N -0.63661 -0.68338 0.85896 0.43 -0.75 0.26 -0.4838
C -0.88897 -0.48307 -0.34724 -0.62 -0.68 -3.79 0.2647
N 0.20876 0.10073 -1.05514 -3.43 -0.95 -2.45 -0.3174
S -0.19426 1.24938 -2.18552 -0.93 2.05 0.33 0.2238
O 1.23882 0.25660 -0.21219 -0.29 -0.05 1.48 -0.2942
H -1.75125 -0.90409 -1.01595 1.43 1.41 1.62 0.2383
H -0.99074 2.27764 -1.45229 1.35 -1.69 -0.83 0.0945
```
Forces are in eV/Å.

The structure (SMILES) is [H]/N=c1\ncn(S)o1. The value obtained for the relative energy (zero: lowest compared OMol25 entry of this formula, charge and spin) is 295.5 kJ/mol. As for the spin multiplicity: 1. The HOMO energy is -9.3 eV.

***

Entry 5:
Entry from the OMol25 dataset: C24H23Br2N3O2Ru as an isolated structure (wB97M-V/def2-TZVPD).

XYZ file:
```
55
Properties=species:S:1:pos:R:3:forces:R:3:nbo_charge:R:1
Ru -0.12492 0.10967 0.03545 -0.61 0.04 -0.22 1.1806
C -4.19544 -0.69563 0.23568 -0.01 0.02 0.10 -0.6547
C -3.49703 -1.63790 -0.70032 0.15 -0.14 -0.11 -0.0172
C -4.21988 -2.23696 -1.72402 0.03 -0.04 -0.06 -0.2049
C -3.63501 -3.17670 -2.55762 -0.02 0.03 0.05 -0.1707
C -2.32039 -3.56488 -2.35541 -0.03 0.04 0.05 -0.2028
C -1.55752 -3.00197 -1.34100 -0.20 0.19 0.09 -0.0186
C -0.18096 -3.53973 -1.07612 0.02 -0.01 -0.02 -0.6352
C -2.15227 -2.00332 -0.55026 -0.07 -0.16 -0.27 0.1616
N -1.36379 -1.35779 0.45123 0.18 0.16 -0.01 -0.5749
C -1.54780 -1.74793 1.76581 0.00 -0.06 0.17 0.6270
O -2.32948 -2.57921 2.15210 0.03 0.02 0.00 -0.5180
C -0.63715 -0.99173 2.68593 0.06 0.05 0.10 0.1330
C -0.61332 -1.07863 4.06488 0.01 0.00 -0.08 -0.1712
C 0.28124 -0.27072 4.75737 -0.01 0.00 -0.01 -0.1274
C 1.11945 0.59997 4.06806 -0.01 0.00 -0.11 -0.1724
C 1.03527 0.63192 2.68939 -0.15 -0.05 0.10 0.1147
N 0.18191 -0.16246 2.04450 0.17 -0.12 0.23 -0.4201
C 1.86065 1.48655 1.77970 0.32 -0.22 0.08 0.6389
O 2.81128 2.12724 2.17190 -0.12 0.05 -0.04 -0.5652
N 1.44932 1.38221 0.46851 0.11 0.25 -0.16 -0.7154
C 2.34801 1.86373 -0.49825 -0.15 -0.26 0.23 0.3225
C 1.98402 3.01155 -1.26978 0.18 0.47 -0.79 0.2265
C 0.78656 3.81637 -0.97009 -0.02 -0.04 0.08 -0.6985
C 2.82104 3.44511 -2.36168 -0.31 -0.06 0.32 -0.1902
C 4.00699 2.83864 -2.59548 -0.14 0.08 0.06 -0.1731
C 4.38204 1.75188 -1.76688 -0.34 -0.39 0.61 0.0167
C 3.56633 1.25110 -0.72236 0.71 0.08 -0.53 -0.0478
C 4.03579 0.05901 0.05316 -0.14 0.09 0.12 -0.6480
H -4.86756 -0.03418 -0.31133 -0.03 0.01 0.01 0.2287
H -3.50937 -0.08229 0.81741 -0.06 -0.06 0.01 0.2088
H -4.79583 -1.26730 0.94552 -0.01 0.00 0.01 0.2486
H -5.25892 -1.96454 -1.85846 -0.02 0.00 -0.02 0.2192
H -4.21278 -3.62512 -3.35456 -0.01 0.00 -0.01 0.2246
H -1.87873 -4.32883 -2.98260 0.01 -0.01 -0.01 0.2191
H 0.31416 -3.79904 -2.01092 0.01 -0.01 0.00 0.2322
H -0.25561 -4.44798 -0.47326 0.02 0.01 -0.01 0.2364
H 0.45658 -2.84243 -0.54111 0.05 0.08 0.04 0.2048
H -1.28767 -1.76341 4.55951 -0.01 0.00 0.01 0.2655
H 0.32214 -0.31417 5.83702 0.00 0.00 0.01 0.2455
H 1.82638 1.24580 4.56908 0.01 0.01 0.00 0.2627
H 1.05947 4.87509 -0.93143 -0.01 -0.02 0.00 0.2706
H 0.29960 3.52286 -0.04528 -0.04 0.01 -0.03 0.2565
H 0.08495 3.72245 -1.80904 0.01 0.02 0.03 0.2727
H 2.48612 4.27973 -2.96314 -0.01 0.01 0.02 0.2410
H 4.65688 3.17014 -3.39245 0.04 -0.04 0.00 0.2489
H 5.32410 1.24900 -1.94894 0.00 0.01 -0.04 0.2312
H 4.80203 -0.48839 -0.49039 -0.01 0.00 -0.03 0.2369
H 3.20405 -0.61534 0.26251 -0.01 -0.03 -0.03 0.2319
H 4.45375 0.37332 1.01110 0.00 0.02 0.03 0.2573
Br 0.53388 -0.13397 -2.31532 0.16 -0.08 -0.01 -0.3271
C -1.78978 1.48953 -0.55110 0.25 -0.09 -0.01 -0.6939
Br -2.10008 2.30179 1.16593 -0.01 0.07 0.03 0.0478
H -2.65008 0.90014 -0.85034 0.06 0.09 -0.01 0.2264
H -1.51265 2.24776 -1.27280 -0.01 -0.03 0.03 0.2089
```
Forces are in eV/Å.

As for the spin multiplicity: 6. As for the total charge: +1. The HOMO energy (spin up / spin down) is -10.4 / -11.2 eV.

***

Entry 6:
Entry from the OMol25 dataset: C46H41AsLuN5O7P2S as an isolated structure at a distorted geometry (wB97M-V/def2-TZVPD).

XYZ file:
```
104
Properties=species:S:1:pos:R:3:forces:R:3:mulliken_charge:R:1
Lu -0.12696 -2.74920 -2.69117 0.89 0.84 0.19 1.3780
S 0.40982 4.61321 4.90795 -1.18 1.94 0.10 -0.5636
C 1.52001 4.05343 6.07253 1.41 -1.36 -0.93 0.2131
C 1.98546 4.73228 7.20415 0.23 0.22 1.13 -0.3253
C 2.99911 4.16736 8.01522 0.55 -1.03 -0.44 -0.3834
C 3.50281 2.87914 7.64679 -0.45 0.52 -0.60 -0.5754
C 3.12287 2.21892 6.44544 -0.89 1.03 -0.10 0.0379
C 2.14320 2.80920 5.61830 -0.05 1.13 1.97 -0.3212
As 1.39559 2.37405 3.83687 0.37 -1.09 0.65 0.1617
C 1.90084 0.44314 4.13705 -0.96 0.46 -1.74 0.5642
C 1.38676 -0.20828 5.25518 1.66 0.25 0.89 -0.4314
C 1.61451 -1.58018 5.38572 -0.99 0.28 0.94 -0.4787
C 2.08205 -2.35172 4.36854 1.34 0.92 -2.29 -0.6252
C 2.48259 -1.67615 3.16509 -0.35 0.41 -0.30 -0.6443
C 2.29686 -0.29342 2.98919 -0.28 -0.61 2.16 -0.6364
C 2.98015 3.21850 2.99139 0.68 -0.68 -0.16 0.4961
C 2.86073 4.35574 2.20354 -0.69 -0.40 -0.02 -0.3904
C 3.99292 4.95994 1.65710 -0.59 0.57 0.53 -0.6020
C 5.22972 4.72091 2.19781 1.86 0.73 -0.66 -0.2672
C 5.35750 3.63401 3.03294 -0.44 -1.21 -0.65 -0.7146
C 4.28810 2.77014 3.21728 0.19 0.45 1.02 -0.2084
H 1.51352 5.70404 7.47213 0.52 -0.75 -0.29 0.2837
H 3.49887 4.70461 8.88203 -1.03 -0.66 -1.06 0.2417
H 4.20756 2.31471 8.23748 0.31 0.37 0.41 0.3289
H 3.60519 1.26641 6.19114 -0.28 0.38 0.06 0.2585
H 1.09814 0.35111 6.17463 0.01 -0.31 -0.96 0.3656
H 1.42737 -2.03802 6.34803 -0.35 -0.16 0.08 0.3415
H 2.18370 -3.41980 4.46543 0.19 -0.14 0.00 0.4241
H 2.95798 -2.12662 2.29856 -0.42 -0.75 0.22 0.2199
H 2.37824 0.23668 2.03683 0.54 -0.55 0.22 0.6095
H 1.84868 4.74861 2.05528 0.43 -0.08 -0.35 0.3461
H 3.88693 5.67220 0.87721 -0.19 0.83 -0.39 0.3922
H 6.15811 5.31969 1.90263 -1.50 -0.83 0.34 0.2424
H 6.28535 3.25450 3.38137 0.97 0.18 0.25 0.3502
H 4.56517 1.83209 3.69255 -0.68 -0.01 0.13 0.2857
C -3.37036 -6.99142 -5.38937 -0.15 1.20 -1.03 -0.2036
C -2.27689 -6.88973 -4.54421 -0.80 0.83 -0.94 -0.9608
C -1.76122 -5.63732 -4.23498 -0.48 1.00 -0.72 -0.2400
C -2.31416 -4.41047 -4.69209 -3.60 -3.16 -0.62 0.2934
C -3.54583 -4.56038 -5.47860 0.85 0.18 -0.08 -0.3916
C -3.96034 -5.83011 -5.94294 -0.30 0.70 1.31 -0.6231
N -1.83464 -3.22246 -4.21496 -0.47 4.47 -2.38 0.1575
N -2.31836 -2.14391 -4.88768 1.04 -2.95 0.88 -0.4613
C -1.65225 -0.93951 -4.79260 -0.37 1.14 -0.32 0.1215
C -2.17680 0.13803 -5.64569 1.11 -1.12 0.80 -0.7052
C -1.49766 1.35186 -5.68935 0.47 -0.20 0.79 -0.4359
C -0.28817 1.45356 -4.96177 -0.64 -0.78 -0.81 -0.7007
C 0.16532 0.34723 -4.23243 2.73 3.06 1.10 0.1242
C -0.46613 -0.79622 -4.00571 -3.07 -2.82 -1.06 0.2485
H -3.75611 -7.92597 -5.73900 -0.03 -0.61 0.15 0.3713
H -1.82471 -7.79032 -4.21479 0.52 -0.48 0.53 0.4152
H -0.87163 -5.59105 -3.67845 1.12 0.06 0.89 0.5880
H -4.15660 -3.66035 -5.71191 0.78 -0.77 0.03 0.3114
H -4.88285 -5.91276 -6.57313 1.04 0.11 0.61 0.2832
H -2.96485 -0.08035 -6.34762 -0.48 0.00 0.20 0.4229
H -1.83836 2.24542 -6.22022 -0.09 -0.60 -0.14 0.3459
H 0.31054 2.34602 -5.12429 0.02 -0.09 0.45 0.4245
H 1.09044 0.38324 -3.64164 0.07 0.75 -0.52 0.1693
O 4.01188 -1.38196 -1.27999 2.61 -0.63 -3.29 -0.5752
P 2.56149 -1.89563 -1.06140 -2.69 1.06 1.50 0.3432
O 2.04811 -1.06035 0.04397 0.13 -1.19 0.37 -0.4641
O 1.78888 -1.77000 -2.35313 0.01 0.08 -0.83 -0.5818
O 2.54591 -3.51722 -0.75719 0.99 1.12 0.08 -0.1005
P 2.55801 -4.66093 -1.88758 -3.67 -1.23 0.95 0.5020
O 3.66340 -4.24830 -2.92558 2.06 0.07 -1.03 -0.4629
O 2.72878 -5.97233 -1.19152 0.13 1.31 -1.37 -0.7573
O 1.19258 -4.36651 -2.67872 2.55 -1.69 0.78 -0.4463
H 4.22560 -1.49594 -2.27276 -0.26 0.23 2.27 0.3221
H 4.57962 -4.61295 -2.86387 -1.43 0.22 0.37 0.3196
C -2.04724 5.64230 -2.45784 0.07 -2.03 1.21 -0.8620
C -3.24442 6.22350 -1.81043 -1.04 1.39 2.42 0.4429
N -3.56184 6.21954 -0.47703 0.88 -0.11 -2.68 -0.5306
C -4.72688 6.91681 -0.36260 -0.62 -0.68 -1.44 -0.2295
C -5.21436 7.26362 -1.64060 0.01 1.72 0.98 -0.4221
N -4.15398 6.99944 -2.49748 0.55 -1.70 -0.68 -0.0714
H -2.10226 4.48844 -2.51769 -0.12 1.81 -0.21 0.1389
H -1.17935 5.82247 -1.82358 0.04 0.13 -0.08 0.2644
H -1.89826 6.10136 -3.40803 0.23 0.05 -0.87 0.3407
H -5.13234 7.00053 0.64617 -0.32 0.19 -0.63 0.3820
H -6.10837 7.84764 -1.98010 1.17 -0.69 0.50 0.3151
H -4.01179 7.15145 -3.51892 -0.86 -0.13 1.47 0.2356
C -2.77548 1.44257 -0.46954 -0.76 0.36 -0.32 -0.5545
C -3.45922 0.49228 -1.21165 -0.51 -0.26 0.17 -0.4715
C -3.00927 -0.82120 -1.28908 0.82 -1.04 0.86 -0.3917
C -1.74567 -1.20218 -0.75740 0.32 0.53 0.83 -0.6110
C -0.90252 -0.19029 -0.18754 -0.90 0.33 -1.07 0.8928
C -1.46767 1.11082 -0.06333 0.53 0.88 -0.18 -0.7488
N -1.23251 -2.54643 -0.88823 -0.48 1.72 -2.20 0.2181
C -1.25042 -3.49377 0.05367 -0.33 0.62 2.42 1.1477
C -1.55563 -3.16691 1.38626 -0.26 0.18 1.34 -0.2480
C -1.67534 -4.14535 2.40185 -0.25 1.44 -0.25 -0.6460
C -1.51786 -5.47462 2.06049 0.46 0.11 -1.12 -0.6246
C -1.05342 -5.77437 0.76343 -0.62 1.34 0.78 -0.9376
C -0.88817 -4.79933 -0.20586 -0.43 -1.03 1.18 -0.5224
H -3.36403 2.41713 -0.24524 1.79 -1.42 -0.49 0.3843
H -4.37473 0.76145 -1.73666 -0.13 -0.12 0.40 0.3724
H -3.69916 -1.63195 -1.54872 0.37 0.33 -0.58 0.3076
H 0.17201 -0.46819 -0.01533 -1.13 0.60 0.24 0.1174
H -0.90033 2.03858 0.16383 0.15 -1.19 0.63 0.3893
H -1.66999 -2.08786 1.62312 0.00 -0.94 -0.05 0.3580
H -1.89742 -3.81905 3.45160 0.13 -0.40 -1.15 0.3158
H -1.76458 -6.25149 2.73953 0.12 -0.62 0.61 0.4165
H -0.84077 -6.75764 0.47041 0.27 -1.39 -0.14 0.4756
H -0.49882 -5.12151 -1.12850 0.34 -0.19 -1.20 0.3301
```
Forces are in eV/Å.

The value obtained for the relative energy (zero: lowest compared OMol25 entry of this formula, charge and spin) is 226.9 kJ/mol. As for the spin multiplicity: 1. As for the total charge: -2. The HOMO energy is -1.3 eV.

***

We obtain E_tot values of -46936.40738, -130104.99632, -21595.67228, -19472.02351, -176486.00908, -194029.01169 eV for the records listed above, in that order.